#one
Density functional theory data (the ωB97M-V functional and the def2-TZVPD basis) for a molecular structure, CH3Br2PS.

```
8
Properties=species:S:1:pos:R:3:lowdin_charge:R:1
C -0.363 -0.921 0.772 -1.64
P 0.497 1.559 -0.647 0.54
S 0.277 -0.577 -0.902 0.33
Br 0.317 -2.652 1.275 0.57
Br -2.290 -0.860 0.794 0.55
H -0.117 -0.027 1.435 -0.01
H 1.791 1.460 -0.858 -0.21
H -0.113 2.019 -1.869 -0.12
```

Summary:
gap between HOMO and LUMO	9.8	eV
highest occupied orbital energy	-0.3452	Ha


#two
Density functional theory data (the ωB97M-V functional and the def2-TZVPD basis) for 2 unconnected molecules or ions with the total composition CH3Br2PS.

```
8
Properties=species:S:1:pos:R:3:lowdin_charge:R:1
C 0.257 2.064 -0.551 0.03
P 0.453 -1.889 0.235 -0.26
S -1.111 -0.995 -0.633 0.17
Br -0.168 -4.076 0.237 0.11
Br 0.081 -1.573 2.548 0.05
H 0.752 3.029 -1.041 0.04
H -0.153 1.312 -1.237 -0.10
H -0.111 2.127 0.442 -0.04
```

Summary:
gap between HOMO and LUMO (spin up / spin down)	5.6 / 9.4	eV
highest occupied orbital energy (spin up / spin down)	-0.3379 / -0.3665	Ha


Here is how they stack up, most stable first: #one, #two.


#one
Density functional theory data (the ωB97M-V functional and the def2-TZVPD basis) for a single C6H8S molecule.

```
15
Properties=species:S:1:pos:R:3:lowdin_charge:R:1
C -1.775 -0.811 -0.246 -0.03
C -0.901 0.392 0.008 -0.26
C 0.215 1.335 -0.396 -0.15
C 1.381 0.662 0.376 -0.51
S 2.508 -0.531 -0.396 0.84
C 0.986 -0.836 0.619 -0.44
C -0.249 -0.936 -0.275 -0.29
H -2.358 -1.181 0.593 0.10
H -2.224 -0.991 -1.245 0.11
H -0.921 0.403 1.113 0.13
H -0.009 2.356 -0.023 0.11
H 0.349 1.306 -1.466 0.11
H 1.879 1.205 1.145 0.08
H 1.000 -1.430 1.503 0.09
H 0.118 -0.945 -1.308 0.11
```

Summary:
SMILES	C1[C@@H]2C[C@@H]3S[C@@H]3[C@@H]12
gap between HOMO and LUMO	9.6	eV
highest occupied orbital energy	-0.3156	Ha


#two
Density functional theory data (the ωB97M-V functional and the def2-TZVPD basis) for a single C6H8S molecule.

```
15
Properties=species:S:1:pos:R:3:lowdin_charge:R:1
C 1.401 1.626 0.468 0.04
C 0.597 0.690 -0.017 -0.32
C 0.350 -0.801 0.366 -0.26
C -0.926 -0.656 1.201 -0.26
S -1.909 0.643 0.058 0.85
C -0.561 0.483 -1.095 -0.50
C -0.255 -1.063 -1.102 -0.12
H 1.391 2.627 0.022 0.07
H 2.092 1.319 1.260 0.07
H 1.223 -1.261 0.656 0.11
H -1.528 -1.505 1.137 0.05
H -0.587 -0.169 2.050 0.06
H -0.581 1.113 -1.871 0.05
H 0.421 -1.371 -1.845 0.08
H -1.129 -1.674 -1.289 0.10
```

Summary:
SMILES	C=C1[C@H]2CS[C@@H]1C2
gap between HOMO and LUMO	9.2	eV
highest occupied orbital energy	-0.3023	Ha


Here is how they stack up, most stable first: #two, #one.